[1]
Formula: C70H180N28O14P8
Source: the Open Molecules 2025 dataset
Level of theory: ωB97M-V/def2-TZVPD

Geometry (Å):
H (-6.60104, -4.61033, -6.41485)
C (1.92979, -0.92628, 0.66820)
H (0.31188, -0.05748, -3.65202)
H (-1.23127, 7.22691, 2.76672)
H (-1.84405, -7.46418, 3.58057)
C (2.35518, 2.25031, -4.81849)
H (-8.33613, -0.83903, -3.29013)
O (-2.79108, -0.96590, 5.10213)
H (-2.55106, -1.03642, -1.31178)
C (-1.33336, -1.39544, -6.00690)
P (3.09576, 5.89460, 2.80458)
H (5.97808, 8.05147, 3.16180)
C (-1.97794, 2.81939, 5.23784)
H (2.91390, 1.48205, 1.20165)
H (1.80270, 3.07473, -5.26927)
H (3.24565, 4.90516, -0.76781)
N (-7.39990, 1.89257, 1.47613)
H (-2.27650, 5.80305, -1.59712)
C (-3.99256, 0.99568, -5.84882)
H (8.89839, -4.97167, 3.45541)
N (5.09393, 2.56828, -1.85897)
P (-0.36710, -5.59249, 1.99675)
C (-4.58751, -5.92822, -1.22673)
H (-5.35106, 2.12578, 1.96364)
C (-2.20543, -2.25425, 4.93988)
C (6.21796, 3.33561, -1.35161)
H (-5.46031, -1.82747, 1.88289)
C (1.82406, 1.47277, 1.21720)
H (0.75344, 6.08811, 1.38916)
H (6.93357, -3.39836, -4.42832)
H (0.78949, -4.16397, -0.39424)
O (-4.44447, -1.64663, -4.04813)
H (-0.52674, -7.29747, -1.29395)
N (0.98567, -4.71077, 2.41124)
C (3.55957, 4.71484, 0.25852)
C (4.93171, 3.75119, 2.77357)
H (-5.15551, -0.35620, -1.51176)
H (5.28576, -2.67981, 4.83290)
C (-2.33132, 3.94505, -2.52482)
H (-2.87557, -3.45465, -1.07466)
H (1.53039, -7.57740, 1.53637)
O (1.05807, -1.37293, 6.28724)
C (-4.49026, -4.74899, -0.14292)
H (3.79207, -2.49445, 3.91329)
H (-3.40069, 3.89839, -2.73064)
H (-0.23165, 4.80700, 3.15441)
N (-0.16264, -5.94062, 0.33637)
N (7.39190, -4.23367, 2.15768)
N (3.81033, 4.42066, 3.38150)
H (4.31205, 9.00783, 1.83885)
N (4.33527, 6.98647, 2.42095)
H (-0.68645, 5.31270, -2.21740)
C (-7.96221, -0.71002, -5.82744)
H (2.78794, -4.05078, 1.47512)
O (-0.48458, 2.00556, -0.62272)
H (0.01047, 3.05565, 3.49351)
H (9.60715, -0.75681, 0.39976)
H (-5.18697, 3.23657, -1.69027)
H (-4.51492, -3.01834, -1.51889)
H (-8.83884, 3.13487, 2.49759)
H (2.65537, 4.40474, 5.09556)
H (2.97553, -5.36620, 2.56896)
H (-1.63291, 7.07962, 1.08605)
H (-5.55363, -4.53374, -4.99074)
N (-2.56376, 6.25235, 5.01718)
H (-6.35785, 1.48202, 3.21924)
N (3.46185, -2.73791, -1.54894)
N (-0.03517, -7.14020, 2.68709)
H (-1.87238, -7.20668, -0.11855)
H (0.07627, -3.72281, 4.09173)
H (7.43706, -3.78316, -2.90973)
H (-1.69456, -0.95775, -5.07628)
H (-2.20805, 1.80318, 1.64750)
P (-2.96337, 5.03321, 3.91364)
P (-0.33644, 0.57472, -0.24490)
H (-3.51873, 7.33652, 6.59969)
C (-0.78949, -7.18916, -0.24165)
C (9.36085, -1.62835, 1.00627)
H (-5.46655, -4.56396, 0.30509)
H (-2.83506, 6.66472, -3.79672)
H (-0.98957, -4.21393, -0.46769)
C (8.67030, -5.01399, 2.39038)
C (-1.73619, -0.95673, -2.03132)
C (1.42267, -1.81548, 7.53132)
H (9.86141, -2.39508, 0.41495)
H (1.71390, 1.36917, -4.79724)
H (-3.05668, 2.67909, 5.30669)
O (1.61586, 0.38648, 4.94226)
H (4.89172, 1.57297, -0.09589)
H (-2.43740, -1.90487, 1.37573)
H (3.55320, -2.13171, 7.35895)
H (1.00874, 2.43896, -2.59688)
O (2.01731, 6.42066, 3.65328)
H (5.85373, -0.34756, 1.83398)
H (0.03065, -5.00138, -1.70199)
H (-7.82768, -1.68498, -0.63246)
H (6.29151, 3.41406, -0.26693)
H (-0.87070, 6.36700, 6.35635)
H (1.42712, 5.93324, -0.35640)
C (-1.81190, 6.31262, -3.66530)
N (-1.15126, 2.62196, -4.40270)
H (5.48801, -4.13705, 1.05439)
N (-1.45999, -0.05376, 0.86275)
H (2.92857, -0.98939, 0.23629)
O (4.90877, 4.18533, -4.02978)
H (4.68151, 2.73207, 2.47880)
C (6.49516, 1.71817, -5.09729)
H (-4.61335, 6.61683, 5.36974)
H (-7.92518, -1.32598, -6.72595)
H (-3.67012, 8.06432, 5.03512)
H (-1.89430, 4.84788, 0.50548)
N (-0.45570, -0.47897, -1.64893)
C (2.85542, -1.33311, 7.61084)
H (-5.11798, -3.87531, -7.99922)
C (1.30675, 5.51689, 0.64374)
H (5.12132, 7.12295, 4.36099)
H (1.62684, 4.11469, -3.02167)
H (0.82710, -1.42296, 8.35553)
H (1.39087, -2.90443, 7.56691)
C (-0.30418, 4.01633, 3.90118)
H (3.10973, -1.00742, 8.61948)
N (-0.81628, -4.52517, -7.71558)
H (-2.16045, -1.33146, -6.71395)
H (-2.75706, 0.30438, 2.47677)
C (3.05083, 3.69876, 4.36529)
H (-5.49741, -5.75577, -1.80157)
C (-8.69524, 2.08000, 2.26365)
C (-6.19180, -3.94780, -5.65218)
N (-6.95262, -1.07491, -4.86656)
H (-8.79366, 1.45545, 3.15154)
H (5.54976, 0.54573, -1.37752)
P (4.56223, 2.87119, -3.43393)
N (-5.56984, -2.78856, -6.23546)
H (5.16746, -0.22685, 3.50463)
O (2.97787, -0.42002, 6.59902)
N (5.63260, -2.11851, 2.79426)
N (-5.69600, 1.55032, -0.75801)
H (1.27136, -1.70138, 0.27605)
C (-6.33684, 2.22156, 2.41877)
H (-3.19651, 1.25702, -6.54604)
H (-3.71150, 0.85044, -4.80574)
H (-5.10451, 0.96253, -2.69360)
H (-1.44250, -2.23483, 4.16163)
C (4.29797, 8.03490, 1.34762)
H (-1.91467, -2.81918, 5.82554)
H (1.46324, 2.44195, 0.87283)
C (-1.92913, 0.79997, 1.96979)
C (-1.08809, -2.89909, -5.65869)
C (7.09391, -1.89691, -0.13642)
H (-2.00568, -0.34620, -2.89314)
H (-0.50384, 0.45107, -6.75157)
H (-7.10827, -3.70682, -5.11357)
H (-3.57624, 5.36828, 0.48875)
N (-2.62378, 5.66346, 2.35272)
C (-1.44655, -1.49167, 1.18711)
C (-0.97257, -3.79313, -6.81059)
C (-7.34055, -1.82162, 0.33301)
H (-1.50177, 5.70335, -4.51425)
H (1.18863, -8.78188, 2.77110)
H (2.21937, 3.14446, 3.92993)
H (-4.41851, -0.04195, -8.40839)
H (0.21444, 4.42887, 4.76659)
H (6.82480, -5.06836, 0.22992)
H (1.47857, -2.93659, 3.50103)
H (-0.66923, -6.95331, 4.74908)
H (6.09887, -5.70910, 1.64049)
H (7.41134, -2.74485, -0.74331)
H (4.69990, -0.17895, -5.05834)
H (6.09584, -2.59186, -3.11909)
H (-5.91391, -0.86605, -7.90800)
C (1.87110, -0.40222, 5.82036)
H (7.15569, 2.87023, -1.65527)
H (8.63665, -6.08808, 2.20790)
C (6.51107, -3.54892, -3.43488)
C (-4.14894, -1.04966, 5.13490)
N (5.31527, 1.60299, -4.22411)
H (-6.02247, 3.55768, -0.10912)
H (-1.53830, 3.27917, 6.12295)
H (-8.97646, -0.79395, -5.43709)
H (-1.19100, 7.20574, -3.59514)
H (-4.00352, -2.69463, 0.06710)
H (-2.23548, 3.43583, -1.56585)
H (-0.16286, -3.12573, -5.12890)
C (5.53485, -4.71518, -3.56438)
C (-4.63694, -3.15612, -7.33630)
O (-4.33232, 4.54997, 3.90987)
C (1.06979, -3.92856, 3.69337)
H (2.26871, 3.13191, -1.59907)
H (3.82265, -5.56962, -2.66774)
C (-0.07479, -4.78112, -0.63970)
H (7.19130, -0.99277, -0.73738)
H (3.65917, 2.97602, 4.90905)
H (1.84833, -7.21522, 3.30014)
H (1.44089, -0.01080, -2.36429)
H (0.78281, 4.56540, 0.55293)
H (9.52118, -4.54656, 1.89478)
O (-4.50808, -2.27968, 4.81047)
H (3.37271, 8.05935, 0.77195)
H (-6.75708, -1.31938, -2.70531)
O (-8.23215, 0.78063, -0.87702)
H (-3.90448, -3.69948, -6.73934)
H (4.86742, -4.55761, -4.41162)
H (-4.35673, 3.03413, -0.07748)
N (2.89022, 2.49800, -3.48506)
H (-6.70078, -2.70095, 0.25833)
N (-4.82000, -0.13802, -6.27218)
H (5.36479, 4.43639, 2.04484)
N (-1.72967, 3.82684, 4.18823)
H (1.53098, 1.29309, 2.25157)
H (-3.85372, -4.96764, 0.71447)
N (7.86727, -1.79547, 1.12447)
C (0.54504, -0.53344, -2.69955)
H (-3.37433, -4.02264, 4.56483)
C (1.20925, -7.71090, 2.56940)
H (9.80370, -1.42380, 1.98101)
H (-5.73891, 0.91243, -7.82853)
H (-2.90253, 7.64787, 2.12147)
H (-4.13461, -2.33065, -7.84065)
H (0.91951, -1.54113, -2.87963)
C (-0.13256, -0.55847, -6.57528)
H (4.58155, 5.07788, 0.36741)
H (-5.71987, -0.29393, 2.63447)
O (-4.89030, -0.13863, 5.33742)
O (8.21178, -2.23371, 3.70004)
H (7.27246, 0.99352, -4.85483)
C (-2.04655, 6.97381, 2.08895)
H (-0.57953, -8.58656, 4.14925)
H (-0.85898, -1.60216, 2.09852)
H (-8.26274, -2.01817, 0.87984)
C (4.64623, -4.91481, -2.38306)
H (-6.98845, 0.31233, -3.26099)
H (-1.50665, 1.86708, 4.99474)
H (6.08430, 1.56649, -6.09543)
H (-4.62554, 1.88021, -5.77786)
H (0.09029, -1.02457, -7.53507)
H (1.93817, -1.06168, 1.74973)
C (-1.23614, 6.70727, 5.38745)
C (-5.51567, -0.75981, 1.67044)
C (6.37240, -4.76299, 1.17341)
C (4.80877, 1.31237, -1.15102)
H (5.56596, -0.29672, -3.49337)
C (4.83558, 0.26753, -4.07327)
H (3.16587, 2.03224, -5.51371)
H (-9.44563, 1.70981, 1.56510)
C (-4.91205, 0.69667, -1.65419)
C (-1.69536, 3.16329, -3.57477)
N (-2.67734, -6.27186, -2.98797)
H (0.86882, -0.59951, -6.14673)
H (-3.32184, -2.88439, 3.20291)
H (-0.84404, -2.03361, 0.45814)
O (-1.69729, -5.05813, 2.37904)
H (-7.78376, 0.23637, -6.33793)
H (-1.08381, 0.88418, 2.65276)
H (5.72474, 3.66890, 3.51683)
H (5.12455, 7.80479, 0.67537)
C (-1.75074, 5.36677, -2.44643)
P (-5.30945, -1.41832, -5.24414)
H (4.92104, -3.84103, 3.66707)
C (-3.36682, -2.96821, 4.28875)
C (-0.79269, -7.55981, 3.85185)
C (-5.28605, 2.95589, -0.64170)
H (1.65255, -4.49889, 4.41670)
P (7.30887, -2.55749, 2.57304)
H (-6.37412, 3.29090, 2.62667)
C (-7.26610, -0.72237, -3.46200)
H (-1.61932, -1.94796, -2.46940)
H (5.09379, -5.36859, -1.49882)
H (-1.22509, 7.79216, 5.49227)
N (1.22961, 0.37148, 0.42263)
H (3.81704, 0.96462, -1.44022)
C (5.20766, -0.80646, 2.58238)
C (-3.49581, -6.10692, -2.18712)
H (-0.56293, 6.49601, 4.55664)
H (3.48603, 3.65339, 0.49519)
N (-6.65545, -0.60906, 0.71580)
P (-7.08075, 0.88394, 0.05760)
H (-4.55954, -0.39186, 1.29826)
C (4.84475, -2.76754, 3.83996)
C (5.48988, 7.09254, 3.33564)
N (2.63991, 5.33256, 1.18729)
C (-3.65221, 7.10054, 5.54395)
C (-3.90624, -3.44219, -0.72017)
C (3.95815, -3.68213, -1.95279)
H (-0.37518, -8.05319, 0.27786)
C (2.30565, -4.97077, 1.80543)
H (-3.87632, 0.85546, -1.35393)
H (3.91049, 0.21978, -3.49879)
H (6.25384, 4.34822, -1.75339)
C (1.84974, 3.13231, -2.60533)
H (6.00827, -5.65894, -3.83510)
H (-4.74147, -6.80395, -0.59624)
H (-1.95788, -3.21923, -5.08504)
H (4.21107, -0.73550, 2.14662)
C (-2.81458, 4.87078, 1.08914)
H (6.83847, 2.75260, -5.08319)
H (-3.01083, 3.81811, 1.29275)
H (6.04601, -2.04310, 0.12554)
C (-5.23449, -0.04321, -7.68570)
H (6.25928, 6.33737, 3.17491)
H (2.22885, -5.60059, 0.91912)

Its LUMO energy (spin up / spin down) is -2.604 / -7.351 eV. For the molecular weight, the calculation gives 1886.18 g mol⁻¹. The spin multiplicity is 2. The calculation puts the HOMO-LUMO gap (spin up / spin down) at 6.303 / 1.555 eV. The net charge is +1.



[2]
Formula: C3H9NO3
Source: the Open Molecules 2025 dataset
Level of theory: ωB97M-V/def2-TZVPD

Geometry (Å):
H (1.36498, 2.59114, 2.80819)
C (0.73337, 0.20934, -1.65274)
H (-1.85721, -1.16004, 1.33665)
H (-0.62024, 0.66843, -0.13774)
H (-1.28441, -0.15101, -1.61540)
O (2.21955, 2.36374, 3.20167)
H (2.52475, 3.16509, 3.64238)
C (-1.57908, -1.81332, 0.51104)
O (1.52203, -0.60847, -2.02858)
H (1.05660, 1.48961, -2.97910)
O (0.69755, 1.48988, -2.07959)
H (-0.03916, -2.11857, -0.75285)
H (-1.47138, -2.81621, 0.90384)
H (-2.42344, -1.76577, -0.19789)
N (-0.34104, -1.38495, -0.12102)
C (-0.50290, -0.15889, -0.83886)

Its SMILES is CNCC(=O)O.O. Its LUMO energy is 0.580 eV. For the molecular weight, the calculation gives 107.11 g mol⁻¹. The value obtained for the relative energy (zero: lowest compared OMol25 entry of this formula, charge and spin) is 1.235 eV. The spin multiplicity is 1. The calculation puts the HOMO-LUMO gap at 9.792 eV.



[3]
Formula: C4H9NS
Source: the Open Molecules 2025 dataset
Level of theory: ωB97M-V/def2-TZVPD

Geometry (Å):
N (-3.39567, 0.45452, -0.25225)
S (-0.30734, 0.21610, 0.09548)
H (1.31136, -2.26338, 0.02947)
H (-3.55175, 1.26069, 0.32161)
C (1.49282, -0.12433, -0.00528)
H (2.95570, 1.35322, -0.97164)
H (2.90287, -1.71152, -0.33541)
H (-3.35037, 0.61751, -1.20447)
H (3.06596, 0.83826, 0.65913)
C (-2.73700, -0.67893, 0.10178)
H (-2.66054, -1.46967, -0.59644)
H (1.75023, 2.02760, 0.24464)
H (-2.63391, -0.93772, 1.12227)
C (2.31869, 1.15000, -0.01048)
C (1.96908, -1.35532, -0.08172)

Its LUMO energy (spin up / spin down) is -0.307 / -0.307 eV. For the molecular weight, the calculation gives 103.19 g mol⁻¹. The value obtained for the relative energy (zero: lowest compared OMol25 entry of this formula, charge and spin) is 3.459 eV. The spin multiplicity is 1. The calculation puts the HOMO-LUMO gap (spin up / spin down) at 6.803 / 6.804 eV.